Arrangement a

Formula: C6H8ClNO
Source: OMol25
Level of theory: ωB97M-V with the def2-TZVPD basis set

Last columns: bonded neighbours and bond lengths (Å).
Cartesian coordinates (Å):
1 C 1.465 0.927 -0.681  C5 1.436, O8 1.179
2 C 1.450 -1.143 -1.065  N7 1.229, Cl9 1.716
3 C -0.081 1.941 1.015  C4 1.482, C5 1.519, H10 1.081, H11 1.078
4 C -0.215 2.764 -0.211  C3 1.482, C5 1.516, H12 1.079, H13 1.083
5 C 0.117 1.291 -0.344  C1 1.436, C3 1.519, C4 1.516, H14 1.079
6 C -0.076 -2.896 -1.656  N7 1.437, H15 1.089, H16 1.091, H17 1.091
7 N 0.320 -1.558 -1.315  C2 1.229, C6 1.437
8 O 2.517 1.457 -0.724  C1 1.179
9 Cl 2.984 -1.908 -0.988  C2 1.716
10 H 0.794 2.073 1.636  C3 1.081
11 H -0.967 1.658 1.560  C3 1.078
12 H -1.196 3.083 -0.531  C4 1.079
13 H 0.578 3.464 -0.441  C4 1.083
14 H -0.629 0.589 -0.684  C5 1.079
15 H -0.938 -3.152 -1.043  C6 1.089
16 H 0.714 -3.637 -1.520  C6 1.091
17 H -0.396 -2.891 -2.699  C6 1.091

Calculated values
Kohn-Sham gap: 9.173 eV

Arrangement b

Formula: C6H8ClNO
Source: OMol25
Level of theory: ωB97M-V with the def2-TZVPD basis set

Last columns: bonded neighbours and bond lengths (Å).
Cartesian coordinates (Å):
1 C -2.313 0.110 -0.257  C2 1.336, H10 1.129, H11 1.113
2 C -1.196 0.821 -0.433  C1 1.336, C5 1.436, H12 1.048
3 C 1.544 -1.293 -1.273  C6 1.347, O8 1.213, H13 1.137
4 C 0.725 2.146 0.262  C5 1.353, H14 1.086, H15 1.094
5 C -0.479 1.596 0.540  C2 1.436, C4 1.353, H16 1.107
6 C 0.807 -1.458 -0.158  C3 1.347, N7 1.209
7 N 0.444 -1.805 0.942  C6 1.209, Cl9 2.027, H17 0.983
8 O 1.951 -0.509 -2.104  C3 1.213
9 Cl 1.739 -1.937 2.497  N7 2.027
10 H -2.881 -0.379 -1.101  C1 1.129
11 H -2.895 0.278 0.678  C1 1.113
12 H -0.607 0.673 -1.287  C2 1.048
13 H 1.737 -2.385 -1.526  C3 1.137
14 H 1.345 1.783 -0.553  C4 1.086
15 H 1.235 2.628 1.101  C4 1.094
16 H -0.758 2.008 1.529  C5 1.107
17 H -0.396 -2.275 1.141  N7 0.983

Calculated values
Kohn-Sham gap (spin up / spin down): 7.517 / 7.516 eV

Computed relative energies in units of hartree: arrangement a 0.0000; arrangement b 0.1105

Arrangement a

Formula: C4H15NO2S
Source: OMol25
Level of theory: ωB97M-V with the def2-TZVPD basis set

Last columns: bonded neighbours and bond lengths (Å).
Cartesian coordinates (Å):
1 C 0.598 1.023 1.342  N2 1.410, C6 1.536, H7 1.087, H8 1.141
2 N 1.980 0.759 1.422  C1 1.410, H9 1.069, H19 1.016
3 C -0.446 -2.701 -0.907  C4 1.340, H10 1.091, H11 1.081
4 C 0.696 -2.130 -1.314  C3 1.340, H12 1.088, H13 1.074
5 S -2.641 0.753 1.322  H14 1.346
6 C 0.352 1.946 0.139  C1 1.536, H15 1.089, H16 1.090, H17 1.091
7 H 0.221 1.426 2.279  C1 1.087
8 H -0.031 0.093 1.137  C1 1.141
9 H 2.421 0.316 0.555  N2 1.069
10 H -0.479 -3.740 -0.572  C3 1.091
11 H -1.355 -2.286 -1.318  C3 1.081
12 H 0.597 -1.382 -2.099  C4 1.088
13 H 1.696 -2.282 -0.952  C4 1.074
14 H -3.235 0.857 2.525  S5 1.346
15 H -0.706 2.188 0.064  C6 1.089
16 H 0.605 1.367 -0.749  C6 1.090
17 H 0.971 2.842 0.199  C6 1.091
18 H 3.486 -0.268 -0.694  O20 0.972
19 H 2.334 0.388 2.300  N2 1.016
20 O 2.524 -0.307 -0.822  H18 0.972
21 H -2.850 0.158 -0.608  O23 0.979
22 H -3.752 0.779 -1.673  O23 0.966
23 O -2.984 0.202 -1.576  H21 0.979, H22 0.966

Calculated values
Kohn-Sham gap: 3.505 eV

Arrangement b

Formula: C4H15NO2S
Source: OMol25
Level of theory: ωB97M-V with the def2-TZVPD basis set

Last columns: bonded neighbours and bond lengths (Å).
Cartesian coordinates (Å):
1 C -0.869 -2.019 -0.885  N2 1.476, H7 1.081, H8 1.091, H9 1.089
2 N -1.209 -1.568 0.478  C1 1.476, C3 1.482, H10 1.010
3 C -0.603 -0.292 0.928  N2 1.482, C4 1.503, H11 1.084, H12 1.081
4 C -1.421 0.932 0.623  C3 1.503, C5 1.523, H13 1.092, H14 1.101
5 C -1.253 1.464 -0.794  C4 1.523, S6 1.824, H15 1.087, H16 1.092
6 S 0.230 2.507 -0.987  C5 1.824, H17 1.340
7 H -0.710 -3.088 -0.868  C1 1.081
8 H 0.043 -1.526 -1.224  C1 1.091
9 H -1.690 -1.831 -1.576  C1 1.089
10 H -2.213 -1.531 0.578  N2 1.010
11 H 0.371 -0.282 0.453  C3 1.084
12 H -0.418 -0.410 1.986  C3 1.081
13 H -1.258 1.745 1.334  C4 1.092
14 H -2.486 0.748 0.834  C4 1.101
15 H -2.094 2.091 -1.077  C5 1.087
16 H -1.168 0.629 -1.493  C5 1.092
17 H 1.079 1.559 -1.408  S6 1.340
18 O 2.629 0.547 1.925  H19 0.970, H20 0.977
19 H 1.910 0.026 2.314  O18 0.970
20 H 2.237 0.871 1.090  O18 0.977
21 O 2.688 -0.078 -1.032  H22 0.968, H23 0.967
22 H 2.686 -0.833 -0.426  O21 0.968
23 H 3.520 0.340 -0.772  O21 0.967

Calculated values
Kohn-Sham gap: 9.380 eV
structure (SMILES): CNCCCS.O.O

Arrangement c

Formula: C4H15NO2S
Source: OMol25
Level of theory: ωB97M-V with the def2-TZVPD basis set

Last columns: bonded neighbours and bond lengths (Å).
Cartesian coordinates (Å):
1 C 0.170 1.554 -1.902  C2 1.467, H7 1.140, H8 1.067, H9 1.157
2 C 0.066 0.911 -0.587  C1 1.467, C3 1.498, N6 1.498, H10 1.174
3 C 0.083 1.831 0.595  C2 1.498, C4 1.533, H11 1.109, H12 1.144
4 C 0.043 1.069 1.925  C3 1.533, S5 1.846, H13 1.121, H14 1.076
5 S -1.327 -0.167 1.974  C4 1.846
6 N 1.182 -0.071 -0.400  C2 1.498, H16 1.063, H17 1.024
7 H -0.577 2.385 -2.123  C1 1.140
8 H 0.151 0.804 -2.660  C1 1.067
9 H 1.152 2.165 -1.879  C1 1.157
10 H -0.981 0.386 -0.490  C2 1.174
11 H 0.971 2.495 0.575  C3 1.109
12 H -0.816 2.530 0.475  C3 1.144
13 H 1.016 0.533 2.073  C4 1.121
14 H -0.033 1.755 2.750  C4 1.076
15 H -1.895 0.238 -0.886  no bonds
16 H 0.882 -0.929 -0.952  N6 1.063
17 H 1.013 -0.624 0.445  N6 1.024
18 H -0.700 -3.570 2.112  O20 1.010
19 H -0.720 -2.113 1.536  O20 0.954
20 O -0.474 -3.005 1.306  H18 1.010, H19 0.954
21 H 0.261 -2.945 -0.553  O23 1.012
22 H -0.129 -2.399 -1.857  O23 0.981
23 O 0.663 -2.833 -1.475  H21 1.012, H22 0.981

Calculated values
Kohn-Sham gap: 5.152 eV

Computed relative energies in units of hartree: arrangement a 0.2908; arrangement b 0.0000; arrangement c 0.1752

Arrangement a

Formula: C2H3NS
Source: OMol25
Level of theory: ωB97M-V with the def2-TZVPD basis set

Last columns: bonded neighbours and bond lengths (Å).
Cartesian coordinates (Å):
1 N 1.792 -0.994 -0.104  C2 1.197
2 C 0.993 -0.103 -0.096  N1 1.197, C3 1.405
3 C -0.144 0.717 0.001  C2 1.405, S4 1.867, H5 1.135, H6 1.216
4 S -1.399 -0.659 -0.141  C3 1.867, H7 1.407
5 H -0.345 1.483 0.814  C3 1.135
6 H -0.024 1.298 -1.060  C3 1.216
7 H -0.873 -1.742 0.586  S4 1.407

Calculated values
Kohn-Sham gap: 10.276 eV
structure (SMILES): N#CCS

Arrangement b

Formula: C2H3NS
Source: OMol25
Level of theory: ωB97M-V with the def2-TZVPD basis set

Last columns: bonded neighbours and bond lengths (Å).
Cartesian coordinates (Å):
1 C -1.621 -0.125 -0.002  C2 1.547, N3 1.322, S4 1.647
2 C -0.165 0.399 0.015  C1 1.547, N3 1.452, H5 1.098
3 N -0.614 -0.979 -0.066  C1 1.322, C2 1.452, H7 1.039
4 S -3.251 0.113 -0.022  C1 1.647
5 H 0.152 0.970 -0.868  C2 1.098
6 H 0.538 1.183 1.407  no bonds
7 H -0.391 -1.922 0.309  N3 1.039

Calculated values
Kohn-Sham gap: 8.632 eV

Computed relative energies in units of hartree: arrangement a 0.0000; arrangement b 0.1130